Here is a 8-piece molecular cluster, C28H62N7O13P overall at a distorted geometry from OMol25. Energies are from ωB97M-V with the def2-TZVPD basis set.

* E_LUMO: 0.27 eV
* F_max: 0.057 hartree/bohr
* electronic energy: -76381.081 eV
* gap between HOMO and LUMO: 8.922 eV
* SMILES: CCCOC[C@H]1OC(=O)O[C@H]1P(O)O.CNC(C)=O.CNC(C)=O.CNC(C)=O.CNC(C)=O.CNC(C)=O.CNC(C)=O.CNC(C)=O

```
! RIJCOSX wB97M-V def2-TZVPD def2/J DEFGRID3
* xyz 0 1
C 1.67504 9.31039 -1.47545
C 2.98228 9.02916 -2.18623
C 3.73602 7.85008 -1.61967
O 3.27488 6.67796 -2.25004
C 3.82051 5.50538 -1.71505
C 3.39298 5.26441 -0.29121
O 2.90475 3.96059 0.07302
C 2.80339 4.00517 1.42362
O 2.26976 3.18533 2.14467
O 3.43665 5.16523 1.90139
C 4.37472 5.47993 0.84199
P 5.64144 4.10431 1.10348
O 6.87612 4.51655 0.11984
O 6.17646 4.47824 2.60802
H 0.91129 8.56153 -1.65655
H 1.80300 9.45365 -0.41307
H 1.27955 10.24328 -1.86108
H 3.58391 9.92877 -2.15114
H 2.78732 8.82382 -3.23288
H 3.57722 7.84240 -0.53969
H 4.80956 7.98176 -1.77202
H 4.90516 5.51662 -1.82493
H 3.46704 4.68390 -2.32574
H 2.59754 5.96032 -0.03414
H 4.77600 6.48803 0.81335
H 6.94745 5.46179 -0.04877
H 5.48754 4.93427 3.10191
C -2.78821 0.81367 3.90846
C -2.61190 2.25950 3.51797
O -3.49254 3.09440 3.67238
N -1.41586 2.60448 2.97725
C -0.26640 1.75119 2.71196
H -3.78391 0.68167 4.32200
H -2.67865 0.16647 3.04160
H -2.05510 0.53227 4.66386
H -1.34990 3.58060 2.73956
H 0.59040 2.11946 3.26142
H -0.03388 1.77615 1.64691
H -0.46911 0.72509 3.00427
C 1.52908 11.28619 2.42656
C 2.01654 12.02356 1.20177
O 2.82268 11.53165 0.42844
N 1.52076 13.26883 0.98273
C 0.56279 14.01064 1.78239
H 2.01262 10.31531 2.46008
H 1.78325 11.83512 3.33360
H 0.44951 11.13867 2.38347
H 1.88526 13.70423 0.15085
H -0.31529 14.25020 1.18079
H 1.01093 14.94448 2.12531
H 0.24924 13.43495 2.64554
C -2.65317 -3.24682 0.88847
C -1.63339 -2.15775 1.12398
O -1.53558 -1.59103 2.20742
N -0.82740 -1.82628 0.09273
C -0.79902 -2.38656 -1.25394
H -3.21783 -3.39459 1.80348
H -3.34192 -2.96303 0.09256
H -2.16128 -4.18334 0.62384
H -0.17202 -1.09363 0.31459
H 0.18425 -2.80893 -1.45339
H -0.98820 -1.60571 -1.98542
H -1.54896 -3.16101 -1.36567
C -0.50572 -1.07785 8.96838
C 0.50872 -1.94247 8.25633
O 1.43026 -2.47920 8.84913
N 0.35727 -2.10383 6.91621
C -0.66911 -1.54917 6.04941
H -0.25109 -1.04734 10.02263
H -0.49072 -0.06152 8.57366
H -1.50859 -1.49220 8.86084
H 1.06424 -2.68862 6.50135
H -1.21143 -2.35931 5.56050
H -0.19888 -0.93867 5.27715
H -1.37162 -0.93850 6.60529
C -0.36397 -4.01128 -6.23763
C -0.61280 -3.84926 -4.75658
O -0.28658 -2.82614 -4.15926
N -1.20745 -4.87537 -4.11552
C -1.66355 -6.16129 -4.65038
H 0.11656 -3.11074 -6.60689
H 0.29040 -4.86253 -6.42612
H -1.30379 -4.15357 -6.77123
H -1.34291 -4.70538 -3.13346
H -2.73516 -6.28588 -4.47743
H -1.15029 -6.97686 -4.13180
H -1.46455 -6.23000 -5.71574
C -0.28547 -8.76650 -0.77462
C -0.62003 -9.40078 -2.10190
O -0.98410 -8.73346 -3.06090
N -0.50203 -10.74863 -2.19921
C -0.08904 -11.69253 -1.17529
H -0.42779 -7.69422 -0.85928
H -0.94099 -9.14668 0.00919
H 0.75272 -8.96173 -0.50529
H -0.73569 -11.10863 -3.11007
H 0.80030 -12.23062 -1.50586
H -0.88484 -12.41710 -0.99726
H 0.13501 -11.18269 -0.24569
C -6.10555 -8.86761 -5.50276
C -4.68268 -8.69611 -5.02695
O -4.22456 -7.61283 -4.70301
N -3.89590 -9.80031 -4.96125
C -4.23525 -11.16943 -5.29778
H -6.59037 -7.89708 -5.49470
H -6.12731 -9.26220 -6.51909
H -6.65414 -9.53941 -4.84185
H -2.96163 -9.60229 -4.62819
H -4.10806 -11.80929 -4.42220
H -3.57533 -11.53186 -6.08808
H -5.26187 -11.24397 -5.63825
*
```

Results of the Löwdin charge analysis, in e, for atoms 1 through 5: -0.1071 -0.2154 -0.2382 -0.1069 -0.1395